The following is a quantum chemistry calculation of a 12-piece molecular cluster, C16H56N6O12 overall at a distorted geometry, from the Open Molecules 2025 dataset.

Summary:
Total charge   0
ΔE to the lowest compared entry with this formula, charge and spin   43.0 kcal/mol
LUMO level   0.00081 Ha
F_max   0.178 hartree/bohr

CARTESIAN COORDINATES (ANGSTROEM)
1 N 2.3890 0.6737 2.4931
2 C 3.5529 0.2126 2.9429
3 N 4.4708 0.3910 2.0700
4 O 3.5876 -0.3736 4.2042
5 H 1.6776 0.4782 3.2414
6 H 2.2005 1.0150 1.5590
7 H 5.3546 -0.1620 2.1843
8 H 4.4680 1.0617 1.3054
9 N -2.8581 2.6362 -0.4228
10 C -3.4842 1.5975 -0.7999
11 N -4.7175 1.6500 -0.4420
12 O -2.9330 0.6561 -1.7526
13 H -1.9140 2.6756 -0.7082
14 H -3.0602 3.0221 0.5050
15 H -5.3444 0.8804 -0.8403
16 H -5.1658 2.1882 0.2531
17 N 3.7411 1.4496 -1.2528
18 C 3.3636 2.0964 -0.1909
19 N 4.2849 2.5333 0.5867
20 O 2.0851 2.0219 0.2593
21 H 3.0307 0.8474 -1.7735
22 H 4.7946 1.2740 -1.4844
23 H 3.9141 2.9757 1.4303
24 H 5.2706 2.7480 0.2717
25 C -3.7177 -4.2304 -2.9393
26 C -2.8795 -3.0503 -2.3363
27 O -3.3154 -1.7868 -2.8211
28 H -4.7447 -3.9449 -3.0554
29 H -4.0178 -4.9564 -2.1613
30 H -3.2789 -4.6326 -3.8596
31 H -1.8170 -3.2836 -2.4634
32 H -2.9602 -2.9302 -1.2615
33 H -2.9956 -1.0517 -2.2919
34 C 3.6341 -1.4416 -3.3894
35 C 2.3789 -0.5484 -3.7960
36 O 1.8868 -0.1425 -2.5653
37 H 4.4534 -0.8798 -2.8367
38 H 4.1492 -1.9808 -4.2052
39 H 3.3378 -2.2269 -2.6794
40 H 1.6562 -1.0267 -4.5003
41 H 2.7780 0.3116 -4.3054
42 H 1.3807 -0.8078 -2.0758
43 C -0.4017 -0.0310 0.6767
44 C -0.9147 -1.4618 0.2313
45 O -1.8335 -1.8424 1.2127
46 H 0.3428 0.3767 -0.0333
47 H -0.0301 0.0409 1.7666
48 H -1.1648 0.7249 0.5653
49 H -0.0266 -2.0138 0.2463
50 H -1.4458 -1.5462 -0.6797
51 H -2.5769 -1.2159 1.2291
52 C -0.8616 3.2891 1.9103
53 C -2.0667 3.6783 2.7625
54 O -3.3188 3.5672 2.0976
55 H -0.4355 2.2920 2.2204
56 H -0.0731 3.9662 2.0341
57 H -0.9386 3.3229 0.8655
58 H -1.8596 4.5895 3.2854
59 H -2.1852 2.9679 3.4960
60 H -3.9843 3.5459 2.7466
61 C -0.1896 -0.6008 4.5155
62 O 0.6017 0.5832 4.5129
63 H -1.1995 -0.3546 4.6132
64 H 0.3426 -1.2995 5.2488
65 H -0.0742 -1.1493 3.5746
66 H 1.1307 0.5579 5.3146
67 C 2.6734 -1.7403 0.0812
68 O 3.9860 -1.2719 -0.0529
69 H 2.4151 -2.3947 -0.7501
70 H 2.0483 -0.7880 0.0428
71 H 2.4811 -2.3581 0.9597
72 H 4.1087 -0.4936 0.5257
73 C -0.3991 1.8022 -2.8666
74 O -0.2574 2.3924 -1.6103
75 H -0.3744 0.6852 -2.9243
76 H 0.3660 2.1294 -3.5507
77 H -1.2119 2.2171 -3.3550
78 H 0.5130 2.0705 -1.1534
79 C 0.7819 -3.9028 -2.0740
80 O 0.5310 -2.7136 -2.8859
81 H 0.2135 -4.6999 -2.5420
82 H 0.6137 -3.7643 -1.0474
83 H 1.8628 -4.2341 -2.2727
84 H 0.5880 -2.9628 -3.8345
85 C -3.5558 0.3823 2.7846
86 O -4.2250 -0.2545 1.6496
87 H -2.7679 1.1169 2.4698
88 H -2.9079 -0.3474 3.3142
89 H -4.2970 0.8286 3.5124
90 H -4.6597 0.3749 1.0715